# 1
A molecular structure, C29H39BInN6S2SeTe. Source: the OMol25 dataset; level of theory: ωB97M-V with the def2-TZVPD basis set.

Last column: Löwdin charge in e.
Positions of all 80 atoms, in Å:
In: -0.966 -0.950 0.541  0.449
C: 1.845 -2.441 -4.156  -0.032
N: 1.256 -1.143 -3.987  -0.114
C: 1.456 -0.050 -4.788  -0.032
C: 0.634 0.925 -4.335  -0.063
N: -0.074 0.448 -3.259  0.001
B: -1.256 1.177 -2.595  -0.484
N: -0.695 2.102 -1.453  0.038
C: 0.535 2.684 -1.528  -0.049
C: 0.645 3.615 -0.544  -0.024
N: -0.531 3.601 0.140  -0.119
C: -0.896 4.454 1.237  -0.028
C: -1.332 2.670 -0.428  -0.615
S: -2.982 2.617 0.150  0.518
C: 0.323 -0.821 -3.056  -0.686
S: -0.176 -1.938 -1.888  0.552
H: 2.907 -2.343 -4.379  0.084
H: 1.350 -2.987 -4.964  0.108
H: 1.702 -3.000 -3.233  0.044
H: 2.163 -0.064 -5.592  0.127
H: 0.483 1.916 -4.706  0.127
H: -1.779 1.897 -3.383  0.099
H: -1.991 0.363 -2.131  0.020
H: 1.234 2.413 -2.290  0.108
H: 1.453 4.275 -0.299  0.135
H: -0.238 5.318 1.254  0.104
H: -0.817 3.921 2.184  0.108
H: -1.927 4.785 1.109  0.069
Te: -4.109 0.528 -0.016  1.004
C: -4.786 0.911 -2.008  -0.582
C: -4.722 -0.077 -2.975  -0.148
C: -5.166 0.208 -4.256  -0.073
C: -5.644 1.469 -4.569  -0.071
C: -5.690 2.456 -3.596  -0.072
C: -5.273 2.173 -2.309  -0.165
H: -4.332 -1.056 -2.730  0.104
H: -5.134 -0.558 -5.016  0.108
H: -5.980 1.689 -5.571  0.108
H: -6.063 3.440 -3.836  0.109
H: -5.310 2.932 -1.538  0.076
C: 5.828 -2.693 1.340  -0.094
C: 4.793 -3.793 1.541  -0.239
C: 3.362 -3.268 1.676  -0.178
C: 2.649 -2.974 0.354  -0.168
N: 3.206 -1.874 -0.395  -0.006
C: 2.956 -0.565 -0.168  -0.658
Se: 1.883 0.102 1.146  0.640
N: 3.618 0.180 -1.085  -0.010
C: 3.778 1.610 -1.041  -0.166
C: 5.188 2.011 -0.595  -0.165
C: 5.583 1.451 0.773  -0.243
C: 4.895 2.160 1.933  -0.108
C: 4.292 -0.669 -1.934  -0.149
C: 5.076 -0.428 -3.053  -0.001
C: 5.633 -1.523 -3.685  -0.076
C: 5.417 -2.819 -3.220  -0.077
C: 4.616 -3.071 -2.121  -0.010
C: 4.040 -1.978 -1.488  -0.172
H: 6.830 -3.103 1.413  0.076
H: 5.727 -1.932 2.110  0.076
H: 5.737 -2.219 0.367  0.050
H: 5.040 -4.328 2.459  0.109
H: 4.847 -4.511 0.720  0.101
H: 3.361 -2.366 2.291  0.093
H: 2.755 -4.014 2.190  0.119
H: 1.601 -2.724 0.567  0.062
H: 2.659 -3.860 -0.283  0.132
H: 3.039 1.994 -0.337  0.058
H: 3.578 2.017 -2.036  0.125
H: 5.227 3.102 -0.562  0.120
H: 5.908 1.666 -1.340  0.103
H: 6.665 1.551 0.882  0.114
H: 5.355 0.382 0.816  0.088
H: 5.079 3.231 1.893  0.075
H: 5.280 1.785 2.878  0.077
H: 3.819 1.985 1.922  0.004
H: 5.245 0.575 -3.412  0.116
H: 6.256 -1.368 -4.552  0.110
H: 5.887 -3.642 -3.734  0.112
H: 4.456 -4.078 -1.773  0.115

- Charge: +1
- HOMO energy: -9.85 eV
- Relative energy (zero: lowest compared OMol25 entry of this formula, charge and spin): 0.0 kcal per mole

# 2
A single C9H12F4N2 molecule. Source: the OMol25 dataset; level of theory: ωB97M-V with the def2-TZVPD basis set.

Last column: Löwdin charge in e.
Positions of all 27 atoms, in Å:
C: 0.694 3.455 -0.973  -0.220
C: -1.183 -0.062 0.358  -0.209
C: -2.792 1.152 2.135  -0.134
C: -2.673 0.289 0.750  -0.389
C: -0.883 -2.444 -1.143  -0.136
C: 1.290 2.674 0.103  -0.147
C: -0.454 -1.180 0.973  -0.178
C: 0.175 -2.104 -0.129  -0.230
C: 0.950 1.187 -0.129  -0.194
N: 0.295 4.126 -1.829  0.160
N: -0.472 0.975 -0.127  0.029
F: -2.471 0.412 3.226  0.088
F: -1.981 2.205 2.022  0.093
F: -3.212 0.990 -0.320  0.076
F: -3.314 -0.858 0.921  0.119
H: -1.175 -1.752 -2.048  0.118
H: -1.761 -2.761 -0.583  0.073
H: -0.513 -3.239 -1.783  0.056
H: 0.786 2.924 0.984  0.096
H: 2.345 2.713 0.286  0.120
H: 0.421 -0.863 1.554  0.099
H: -1.037 -1.811 1.647  0.121
H: 0.968 -1.397 -0.557  0.116
H: 0.438 -3.036 0.241  0.081
H: 1.426 0.962 -1.160  0.147
H: 1.353 0.505 0.650  0.118
H: -1.101 1.751 -0.297  0.126

- HOMO energy (alpha / beta): -6.46 / -10.67 eV
- Spin multiplicity: 3

# 3
A single C3H5N5 molecule. Source: the OMol25 dataset; level of theory: ωB97M-V with the def2-TZVPD basis set.

Last column: Löwdin charge in e.
Positions of all 13 atoms, in Å:
C: -1.511 -1.075 -0.109  -0.119
C: -0.633 1.343 0.036  -0.187
C: -0.072 -0.946 0.085  -0.359
N: -2.363 -0.118 -0.052  -0.021
N: -1.876 1.129 0.047  0.031
N: 0.699 -1.947 0.085  0.188
N: 0.373 0.409 0.001  -0.064
N: 1.748 0.739 0.165  0.113
H: -1.724 -2.041 -0.225  0.058
H: -0.501 2.459 0.065  0.133
H: 1.653 -1.690 0.264  0.042
H: 2.063 1.696 0.087  0.102
H: 2.144 0.043 -0.448  0.084

- HOMO energy (alpha / beta): -5.80 / -9.12 eV
- Relative energy (zero: lowest compared OMol25 entry of this formula, charge and spin): 5.7 kcal per mole
- Spin multiplicity: 3

| no. | calculated total energy (hartree) |
| --- | --- |
| 1 | -5137.7428 |
| 2 | -858.9377 |
| 3 | -390.8685 |